# 1
The following is a DFT calculation (wB97M-V/def2-TZVPD) of 12 unconnected molecules or ions with the total composition C42H117N9O15.

For the LUMO energy, the calculation gives 0.4 eV. Its net charge is 0. The relative energy (zero: lowest compared OMol25 entry of this formula, charge and spin) is 92.43 kcal per mole. The HOMO energy is -8.49 eV. Its frontier orbital gap is 0.326 Ha.

Element x y z (Å)
C 5.079 0.367 -2.812
C 5.587 -0.936 -3.534
O 6.103 -1.846 -2.551
O 5.965 1.437 -2.846
H 4.762 0.131 -1.796
H 4.171 0.713 -3.305
H 6.386 -0.522 -4.150
H 4.918 -1.586 -4.098
H 5.480 -1.991 -1.835
H 6.777 1.128 -2.439
C -1.485 -5.653 2.034
C -2.228 -5.069 0.911
O -1.361 -4.722 -0.140
O -0.486 -4.841 2.585
H -0.974 -6.547 1.677
H -2.236 -5.975 2.756
H -2.868 -4.231 1.190
H -2.995 -5.733 0.513
H -1.607 -5.111 -0.982
H -0.090 -4.461 1.798
C -0.196 1.777 -4.217
C -0.646 0.896 -5.457
O -1.093 1.744 -6.540
O 0.480 0.786 -3.413
H -1.044 2.280 -3.754
H 0.486 2.608 -4.397
H -1.505 0.282 -5.189
H 0.213 0.336 -5.828
H -1.848 2.262 -6.252
H 0.539 1.116 -2.513
C 5.307 4.387 -0.920
C 4.758 5.817 -0.648
C 3.204 6.034 -0.623
O 2.704 5.449 -1.817
C 1.434 5.930 -2.169
N 5.468 6.285 0.517
H 6.392 4.309 -0.859
H 5.068 4.081 -1.939
H 4.873 3.598 -0.306
H 5.135 6.441 -1.458
H 3.084 7.116 -0.592
H 2.662 5.631 0.232
H 1.467 6.823 -2.793
H 0.833 6.155 -1.288
H 0.998 5.099 -2.723
H 5.392 7.289 0.430
H 4.919 6.161 1.355
C 3.996 -4.981 0.660
C 3.040 -3.807 0.711
C 3.326 -2.822 -0.456
O 4.586 -2.284 -0.325
C 4.760 -1.443 0.652
N 1.692 -4.318 0.386
H 3.758 -5.640 1.495
H 5.003 -4.624 0.875
H 3.870 -5.474 -0.304
H 3.089 -3.243 1.642
H 2.584 -2.024 -0.463
H 3.218 -3.321 -1.419
H 5.552 -1.876 1.263
H 3.876 -1.064 1.163
H 5.198 -0.543 0.220
H 1.121 -3.509 0.189
H 1.771 -4.834 -0.478
C -4.017 -1.475 4.705
C -2.939 -1.861 3.757
C -1.659 -1.033 4.105
O -0.608 -1.394 3.250
C 0.634 -0.691 3.567
N -2.615 -3.257 3.915
H -5.021 -1.816 4.452
H -4.103 -0.402 4.530
H -3.955 -1.587 5.788
H -3.282 -1.603 2.754
H -1.427 -1.260 5.145
H -1.737 0.053 4.072
H 1.495 -1.110 3.044
H 0.863 -0.827 4.624
H 0.561 0.374 3.348
H -1.805 -3.465 3.348
H -2.206 -3.276 4.838
C -4.834 2.104 -1.985
C -5.210 3.399 -1.171
C -3.957 4.002 -0.456
O -3.023 4.399 -1.390
C -1.710 4.531 -0.918
N -5.685 4.266 -2.259
H -4.684 1.298 -1.267
H -4.020 2.268 -2.692
H -5.668 1.772 -2.604
H -6.029 3.132 -0.503
H -3.541 3.278 0.245
H -4.208 4.821 0.218
H -1.627 5.240 -0.094
H -1.020 4.952 -1.650
H -1.258 3.585 -0.620
H -4.977 4.346 -2.975
H -5.669 5.223 -1.936
C -2.263 -5.633 -4.820
C -1.443 -5.581 -3.552
C -0.820 -4.167 -3.336
O -0.063 -3.708 -4.423
C 0.437 -2.460 -4.117
N -2.366 -5.873 -2.460
H -3.128 -4.980 -4.705
H -2.472 -6.683 -5.026
H -1.743 -5.144 -5.644
H -0.705 -6.378 -3.640
H -0.077 -4.263 -2.544
H -1.580 -3.431 -3.070
H 0.832 -2.048 -5.045
H 1.150 -2.467 -3.292
H -0.391 -1.809 -3.836
H -3.163 -5.282 -2.271
H -2.761 -6.798 -2.553
C -6.681 -3.742 -2.522
C -5.217 -3.743 -2.132
C -4.794 -2.372 -1.520
O -5.233 -1.227 -2.248
C -4.467 -0.980 -3.397
N -5.054 -4.799 -1.209
H -7.103 -4.722 -2.746
H -6.709 -3.144 -3.432
H -7.333 -3.338 -1.747
H -4.536 -3.927 -2.963
H -3.713 -2.406 -1.386
H -5.141 -2.290 -0.490
H -3.514 -0.579 -3.050
H -4.923 -0.258 -4.073
H -4.186 -1.836 -4.010
H -5.615 -4.639 -0.384
H -5.460 -5.613 -1.649
C -0.739 3.182 2.507
C -0.785 3.384 4.039
C -2.199 3.138 4.539
O -3.150 4.202 4.133
C -2.774 5.550 4.490
N 0.172 2.605 4.754
H -0.941 2.145 2.239
H 0.281 3.456 2.236
H -1.453 3.749 1.909
H -0.403 4.366 4.319
H -2.275 3.057 5.623
H -2.567 2.196 4.132
H -1.952 5.980 3.917
H -2.328 5.530 5.485
H -3.565 6.291 4.606
H 0.198 2.801 5.744
H 1.110 2.828 4.451
C 3.515 2.639 2.538
C 3.442 1.940 3.832
C 4.575 0.951 4.146
O 4.380 -0.285 3.517
C 5.216 -1.295 4.137
N 3.364 2.953 4.879
H 2.634 3.147 2.146
H 3.813 1.904 1.790
H 4.250 3.436 2.422
H 2.587 1.274 3.953
H 4.582 0.809 5.227
H 5.518 1.341 3.763
H 4.997 -2.275 3.714
H 5.015 -1.459 5.196
H 6.286 -1.090 4.110
H 3.126 2.345 5.649
H 4.339 3.157 5.046
C -1.787 -0.165 -0.260
C -0.314 -0.662 -0.397
C 0.706 0.445 0.015
O 0.772 1.509 -0.958
C 1.956 2.356 -0.917
N -0.151 -1.860 0.370
H -1.704 0.828 -0.703
H -2.080 -0.103 0.788
H -2.482 -0.819 -0.786
H -0.246 -0.898 -1.459
H 1.712 0.030 0.071
H 0.451 0.835 1.001
H 2.115 2.827 0.053
H 1.734 3.186 -1.587
H 2.806 1.792 -1.300
H -0.659 -2.659 0.019
H -0.347 -1.686 1.346

***

# 2
The following is a DFT calculation (wB97M-V/def2-TZVPD) of 2 unconnected molecules or ions with the total composition C12H17N.

For the LUMO energy, the calculation gives 1.0 eV. Its net charge is 0. The relative energy (zero: lowest compared OMol25 entry of this formula, charge and spin) is 30.13 kcal per mole. The HOMO energy is -7.98 eV. Its frontier orbital gap is 0.328 Ha.

Element x y z (Å)
C -2.990 1.198 -0.732
C -2.168 0.787 0.509
C -3.539 -0.029 -1.434
H -3.845 1.828 -0.490
H -2.295 1.703 -1.399
H -2.868 0.361 1.230
H -3.831 0.183 -2.470
H -1.785 1.717 0.943
H -1.380 0.175 0.095
H -2.756 -0.759 -1.655
H -4.329 -0.583 -0.933
C 1.586 2.225 1.136
C 2.075 -1.450 0.645
C 1.602 -0.221 0.201
C 1.799 0.756 1.253
C 2.270 0.054 2.313
C 2.357 -2.439 -0.324
C 1.629 -2.312 -1.491
C 0.757 -0.156 -0.930
C 0.744 -1.266 -1.759
N 2.507 -1.293 1.962
H 2.201 -1.934 2.680
H 3.056 -3.241 -0.131
H 2.630 0.343 3.285
H 1.873 -3.032 -2.267
H 0.155 0.730 -1.035
H 0.534 2.441 1.325
H 1.873 2.634 0.166
H -0.012 -1.264 -2.533
H 2.148 2.844 1.839

***

# 3
The following is a DFT calculation (wB97M-V/def2-TZVPD) of 2 unconnected molecules or ions with the total composition C4H14NOS.

For the LUMO energy, the calculation gives -3.3 eV. Its net charge is +1. The relative energy (zero: lowest compared OMol25 entry of this formula, charge and spin) is 29.60 kcal per mole. The HOMO energy is -12.38 eV. Its frontier orbital gap is 0.334 Ha.

Element x y z (Å)
C -1.615 0.448 0.368
C -1.110 0.531 -1.109
C 0.382 0.575 -1.328
S 1.270 -1.019 -1.283
C 2.791 -0.293 -0.661
N -0.969 -0.825 0.939
H -2.663 0.210 0.427
H -1.145 1.178 1.012
H -1.717 -0.268 -1.604
H -1.548 1.482 -1.451
H 0.535 0.956 -2.331
H 0.750 1.462 -0.769
H 3.253 0.547 -1.229
H 2.594 -0.046 0.377
H 3.601 -1.008 -0.858
H -1.280 -0.927 1.912
H 0.043 -0.692 1.165
H -1.021 -1.715 0.459
H -1.144 1.187 3.969
H -2.507 1.779 3.644
O -1.730 1.372 3.225